# 1
Entry from the OMol25 dataset: C26H52O30S3Y as an isolated structure (ωB97M-V/def2-TZVPD).

Geometry as XYZ:
```
112
Properties=species:S:1:pos:R:3:lowdin_charge:R:1
Y -2.330 -0.747 4.639 1.510
S -2.542 0.693 7.190 0.194
S -6.219 5.284 5.626 0.756
S -1.758 -2.187 2.156 0.214
O -3.206 0.271 8.392 -0.315
O -3.007 1.076 0.973 0.021
O -0.119 -2.156 5.079 0.062
O -0.601 -2.992 1.837 -0.327
O -3.657 -4.620 6.164 0.017
O -3.431 0.600 6.018 -0.449
O 2.177 -2.432 5.478 -0.051
O -0.620 1.025 4.578 0.028
O -6.185 6.278 6.671 -0.244
O 3.330 -0.111 1.769 0.025
O -6.561 -1.013 5.438 -0.004
O 1.214 1.983 5.735 -0.035
O -2.393 -3.865 7.960 -0.003
O -3.159 1.074 3.253 0.012
O 0.226 3.149 3.998 -0.010
O -1.926 1.992 7.319 -0.317
O -4.770 5.139 4.809 -0.249
O 0.828 -4.329 5.034 0.001
O -7.376 5.101 4.735 -0.253
O 4.827 -1.708 2.226 0.084
O -6.831 -1.701 3.394 0.021
O -2.477 -2.583 3.347 -0.445
O -2.767 -2.493 6.136 -0.002
O 4.987 -0.313 0.378 0.042
O -4.539 2.347 1.862 0.002
O -5.817 3.816 6.390 -0.239
O -1.330 -0.868 2.682 -0.455
O -2.720 -2.034 1.076 -0.336
O -1.603 -0.281 6.680 -0.450
O -4.696 -1.224 4.050 0.060
C -4.631 -6.794 5.924 -0.051
C -6.442 -2.084 2.093 -0.194
C 0.151 1.966 4.806 -0.350
C -1.769 -2.792 8.638 -0.010
C -0.507 -6.436 5.024 -0.045
C 0.065 2.536 1.628 -0.052
C -5.434 2.788 2.919 -0.171
C -3.582 1.409 2.116 -0.478
C -0.521 3.361 2.781 -0.196
C 6.177 -0.920 -0.156 -0.247
C 4.403 -0.803 1.492 -0.565
C 2.473 -0.479 2.813 -0.023
C -3.910 0.907 -0.117 -0.031
C 6.696 -0.449 -1.424 -0.092
C -6.756 2.016 2.981 -0.023
C -3.708 4.741 5.635 -0.160
C -5.898 -1.311 4.286 -0.477
C -6.037 -0.795 6.746 -0.017
C -4.380 3.767 6.704 -0.119
C -4.030 -5.772 6.848 -0.281
C -5.814 -3.497 2.056 -0.053
C 1.425 0.893 6.621 -0.036
C -0.265 -5.014 4.388 -0.159
C -2.980 -3.546 6.794 -0.383
C 0.856 -2.937 5.171 -0.329
C 3.193 -3.314 5.764 -0.102
H 0.824 1.046 7.517 0.097
H 4.163 -2.818 5.803 0.098
H -3.892 2.795 6.630 0.065
H -1.284 -6.597 5.770 0.039
H -2.844 4.358 5.092 0.128
H 2.464 1.009 6.929 0.091
H 3.010 -3.730 6.754 0.092
H -6.811 -0.762 7.513 0.097
H -5.177 -7.418 6.630 0.079
H -4.659 1.694 -0.204 0.091
H -0.691 -7.218 4.287 0.069
H -5.875 -1.306 1.582 0.114
H -5.675 -3.841 1.031 0.076
H 6.404 -1.046 -2.288 0.079
H 7.778 -0.415 -1.550 0.081
H -4.827 -3.547 2.515 0.061
H -6.604 0.973 2.702 0.067
H -3.287 5.613 6.135 0.116
H -4.911 2.719 3.873 0.109
H 2.833 -0.130 3.781 0.099
H -5.551 0.181 6.753 0.075
H 1.126 2.584 1.382 0.077
H -0.446 2.806 0.704 0.076
H -0.130 1.509 1.936 0.059
H -3.898 -7.352 5.342 0.078
H 6.933 -0.801 0.621 0.127
H -3.043 -6.173 7.076 0.101
H 1.455 -0.105 2.708 0.087
H -2.534 -2.101 8.993 0.098
H -5.281 -1.563 6.909 0.089
H -5.616 3.840 2.700 0.116
H -1.508 2.930 2.952 0.095
H -1.132 -2.319 7.890 0.086
H -5.337 -6.276 5.274 0.082
H -7.397 -2.273 1.603 0.116
H 2.383 -1.565 2.853 0.098
H -3.227 0.915 -0.967 0.103
H 6.053 -1.998 -0.259 0.128
H -1.197 -4.474 4.220 0.102
H -4.247 4.001 7.760 0.127
H 3.234 -4.141 5.055 0.096
H 0.345 -6.792 5.603 0.067
H -4.524 -5.564 7.797 0.132
H -7.468 2.381 2.241 0.075
H -7.201 2.178 3.962 0.083
H 6.433 0.601 -1.551 0.087
H 1.306 0.000 6.008 0.077
H 0.036 -5.250 3.368 0.116
H -0.628 4.411 2.510 0.118
H -6.409 -4.330 2.430 0.069
H -1.164 -3.272 9.406 0.101
H -4.453 -0.038 -0.114 0.088
```

Summary:
molecular weight: 1029.8 g mol⁻¹
charge: -1
HOMO level: -5.8 eV
lowest unoccupied orbital energy: 2.2 eV

# 2
Entry from the OMol25 dataset: C26H52O52S13 as an isolated structure (ωB97M-V/def2-TZVPD).

Geometry as XYZ:
```
143
Properties=species:S:1:pos:R:3:lowdin_charge:R:1
S 4.332 0.696 1.812 0.765
S 1.191 -0.416 5.676 0.741
S 5.315 4.768 -3.850 0.750
S -1.905 3.316 2.715 0.659
S 0.691 3.967 -4.825 0.702
S 0.305 -6.361 -5.107 0.698
S 5.660 -3.669 -0.577 0.794
S -3.647 -3.702 0.355 0.784
S 0.900 -0.585 -1.464 0.724
S 2.174 -5.276 3.206 0.707
S -5.414 1.567 1.234 0.775
S 2.117 4.848 0.946 0.791
S -2.562 -0.707 -4.401 0.715
O -0.265 0.518 -1.177 -0.208
O 1.410 4.964 -5.613 -0.212
O 4.407 -3.244 -1.612 -0.224
O 5.972 3.804 -2.680 -0.209
O -5.552 3.025 1.422 -0.246
O 2.140 -3.855 2.322 -0.233
O 3.759 0.906 0.468 -0.238
O 0.466 4.389 -3.255 -0.222
O 4.706 5.863 -3.167 -0.223
O -3.060 -5.025 0.826 -0.259
O 5.732 -0.225 1.873 -0.219
O 1.856 5.859 2.271 -0.186
O 1.324 -7.414 -5.131 -0.250
O -6.216 0.878 2.487 -0.243
O -1.324 0.061 -4.324 -0.226
O -0.898 4.219 -4.936 -0.202
O 0.444 -1.449 4.584 -0.233
O -0.247 -0.407 6.436 -0.223
O -2.586 -1.859 -5.314 -0.225
O -3.222 -1.020 -2.960 -0.200
O 2.016 0.003 -2.211 -0.240
O -4.068 0.979 0.965 -0.243
O 4.191 3.567 -4.128 -0.226
O 3.271 5.365 0.137 -0.245
O -1.873 4.246 3.941 -0.179
O -3.037 2.292 3.340 -0.232
O -0.653 2.609 2.676 -0.231
O -3.796 0.264 -4.681 -0.177
O 3.227 -6.153 2.796 -0.228
O -3.033 -2.439 0.811 -0.270
O 0.740 -5.695 2.437 -0.222
O 1.330 -0.701 0.147 -0.242
O 6.218 -2.078 -0.649 -0.207
O 3.562 -0.592 2.458 -0.204
O 1.993 -5.104 4.626 -0.232
O -1.077 -6.759 -4.999 -0.239
O 4.371 1.722 2.832 -0.217
O 1.491 0.845 4.993 -0.250
O 0.878 4.549 0.280 -0.239
O 0.248 -1.815 -1.910 -0.242
O 0.626 -5.348 -6.329 -0.188
O -3.707 -3.686 -1.232 -0.190
O 0.700 -5.220 -3.983 -0.214
O 2.649 3.696 2.030 -0.220
O -5.340 -3.655 0.451 -0.177
O 6.227 4.986 -5.005 -0.248
O -2.331 4.015 1.481 -0.224
O -6.589 0.893 0.243 -0.242
O 2.206 -1.087 6.485 -0.219
O 6.565 -4.632 -1.226 -0.240
O 1.058 2.573 -4.950 -0.227
O 5.162 -3.960 0.778 -0.251
C 0.445 -4.863 1.202 -0.096
C -7.645 0.891 2.357 -0.109
C -3.807 0.015 -2.340 -0.210
C 0.131 -4.082 -5.962 -0.177
C -7.895 1.022 0.734 -0.137
C -3.881 2.929 4.267 -0.141
C 0.289 -0.258 1.014 -0.146
C -0.728 3.863 -2.664 -0.149
C 3.744 2.972 -2.924 -0.163
C 2.200 3.807 3.324 -0.227
C -0.977 -1.152 4.438 -0.122
C 0.661 -3.896 -4.492 -0.146
C 4.417 -1.380 3.208 -0.202
C -2.873 3.974 4.825 -0.172
C -4.301 0.842 -3.526 -0.163
C -5.017 -3.622 -1.769 -0.168
C 4.326 -1.840 -1.798 -0.172
C -5.904 -3.123 -0.660 -0.238
C 5.858 -0.934 3.066 -0.160
C -1.332 -0.136 5.592 -0.152
C -0.351 0.902 0.204 -0.146
C -1.590 3.541 -3.860 -0.162
C 1.499 5.129 3.407 -0.195
C 5.835 -1.479 -1.807 -0.197
C 5.100 2.829 -2.157 -0.167
C 1.726 -4.052 0.973 -0.179
H -6.897 -3.544 -0.816 0.148
H -1.370 -0.785 3.490 0.110
H 0.719 -3.413 -6.590 0.135
H -0.057 -3.347 -3.883 0.107
H 3.066 3.684 -2.454 0.111
H -0.376 -1.120 1.062 0.117
H -3.300 4.952 5.045 0.143
H -5.839 -2.035 -0.700 0.115
H -4.994 -2.978 -2.648 0.131
H -4.612 -0.292 -1.672 0.115
H -0.930 -3.851 -6.054 0.116
H 2.363 -4.550 0.242 0.125
H 6.549 -1.758 2.888 0.145
H -4.285 2.193 4.961 0.140
H -8.632 0.429 0.194 0.131
H -4.087 1.903 -3.396 0.122
H -1.593 2.472 -4.070 0.092
H 0.450 4.834 3.423 0.093
H -0.457 3.089 -1.947 0.119
H -0.381 -4.175 1.387 0.103
H 1.480 2.994 3.416 0.093
H 4.917 2.944 -1.088 0.112
H 1.704 -3.578 -4.496 0.133
H 0.243 1.810 0.311 0.117
H -7.926 -0.026 2.873 0.121
H -4.752 3.259 3.701 0.109
H 4.041 -1.488 4.225 0.131
H -3.045 0.417 -1.674 0.125
H 5.901 -0.404 -1.640 0.128
H -2.248 3.655 5.659 0.141
H -5.368 -4.606 -2.078 0.139
H -1.264 -2.198 4.541 0.136
H -2.173 -0.497 6.185 0.136
H 0.174 -5.452 0.325 0.130
H -1.206 4.727 -2.202 0.135
H -8.119 1.612 3.022 0.121
H 3.015 3.724 4.043 0.139
H 3.786 -1.550 -0.897 0.107
H 5.591 1.863 -2.272 0.111
H 3.763 -1.530 -2.679 0.123
H -1.315 0.938 0.713 0.112
H 6.257 -0.210 3.777 0.130
H 1.713 5.794 4.244 0.144
H -1.458 0.901 5.282 0.110
H 1.599 -3.041 0.585 0.110
H -8.261 2.029 0.533 0.116
H 4.352 -2.385 2.789 0.110
H -5.366 0.673 -3.687 0.138
H 6.323 -1.917 -2.678 0.141
H -2.639 3.803 -3.721 0.127
H 0.606 -0.031 2.032 0.129
H 3.181 2.054 -3.095 0.110
```

Summary:
molecular weight: 1613.5 g mol⁻¹
HOMO level: -10.4 eV
lowest unoccupied orbital energy: -0.8 eV

# 3
Entry from the OMol25 dataset: a 13-piece molecular cluster, C26H52O52S13 overall (ωB97M-V/def2-TZVPD).

Geometry as XYZ:
```
143
Properties=species:S:1:pos:R:3:lowdin_charge:R:1
S 11.990 3.578 20.230 0.748
S 22.898 4.078 24.851 0.712
S 12.965 3.238 15.901 0.770
S 18.501 3.045 19.994 0.680
S 13.951 8.861 18.260 0.807
S 20.170 6.572 19.165 0.736
S 23.249 2.938 20.679 0.729
S 17.542 6.051 13.962 0.756
S 13.418 -1.250 18.060 0.745
S 17.087 4.274 26.344 0.791
S 18.717 0.360 16.281 0.690
S 16.649 6.287 22.073 0.681
S 20.029 -0.885 21.692 0.746
O 16.587 2.694 26.679 -0.240
O 23.306 2.290 21.993 -0.235
O 13.612 3.212 14.351 -0.184
O 24.210 4.269 24.217 -0.260
O 16.335 6.849 13.828 -0.224
O 13.082 -2.830 17.829 -0.189
O 18.056 3.699 25.096 -0.240
O 18.070 6.133 15.527 -0.213
O 20.678 8.105 18.811 -0.183
O 19.407 1.642 16.973 -0.249
O 20.914 5.585 18.413 -0.225
O 18.137 3.213 21.357 -0.213
O 17.243 5.999 20.830 -0.213
O 22.816 4.569 20.842 -0.209
O 14.845 -1.043 18.320 -0.222
O 15.880 4.971 25.906 -0.257
O 12.791 -0.438 17.036 -0.248
O 17.353 0.625 15.813 -0.233
O 14.745 10.077 18.188 -0.259
O 13.049 4.562 20.112 -0.237
O 20.020 -2.198 22.641 -0.214
O 18.741 6.298 13.134 -0.243
O 11.825 2.652 18.909 -0.238
O 15.135 5.651 22.184 -0.224
O 17.332 6.085 23.306 -0.210
O 13.751 2.294 16.732 -0.256
O 12.498 8.985 18.615 -0.272
O 20.536 -1.147 20.320 -0.233
O 19.906 0.496 15.150 -0.241
O 19.866 3.276 19.589 -0.223
O 19.035 -0.760 17.101 -0.200
O 24.755 3.250 20.304 -0.206
O 18.791 -0.091 21.841 -0.266
O 19.983 6.513 20.633 -0.236
O 12.009 2.892 21.588 -0.277
O 10.538 4.276 19.900 -0.187
O 22.247 2.695 24.318 -0.251
O 15.934 7.791 22.042 -0.194
O 11.493 2.737 15.373 -0.237
O 14.854 7.667 19.057 -0.239
O 21.800 4.963 24.075 -0.190
O 17.388 3.839 19.027 -0.209
O 22.777 4.114 26.335 -0.261
O 17.193 4.464 14.168 -0.184
O 21.223 -0.260 22.644 -0.231
O 14.087 7.900 16.861 -0.207
O 18.044 1.554 19.564 -0.187
O 18.751 6.937 18.461 -0.239
O 22.578 2.289 19.551 -0.239
O 12.492 -1.217 19.468 -0.199
O 12.843 4.651 16.347 -0.240
O 17.863 4.831 27.495 -0.253
C 20.767 1.568 16.997 -0.206
C 16.817 1.754 25.585 -0.125
C 9.599 3.346 19.325 -0.136
C 20.805 2.869 24.109 -0.147
C 11.631 -2.284 19.463 -0.223
C 16.744 1.564 19.057 -0.164
C 21.223 -0.682 24.055 -0.119
C 14.137 6.468 22.829 -0.125
C 12.572 -3.373 19.007 -0.196
C 10.483 2.267 18.671 -0.162
C 17.412 2.607 24.474 -0.191
C 18.451 8.275 18.191 -0.168
C 18.044 3.834 15.064 -0.172
C 23.951 5.392 20.668 -0.179
C 13.083 2.124 13.687 -0.183
C 25.197 4.521 20.745 -0.153
C 15.187 7.006 16.901 -0.196
C 19.653 9.038 18.627 -0.188
C 21.194 1.060 15.596 -0.075
C 11.581 1.976 14.198 -0.142
C 15.290 6.532 18.312 -0.162
C 16.244 3.047 18.947 -0.170
C 20.762 4.243 23.380 -0.113
C 18.630 4.969 15.953 -0.210
C 14.787 7.856 22.805 -0.202
C 20.403 -1.935 24.003 -0.161
H 19.769 4.692 23.393 0.121
H 8.988 3.674 18.484 0.132
H 10.892 -2.094 18.684 0.134
H 15.670 3.346 18.070 0.116
H 13.942 6.112 23.841 0.122
H 25.460 4.333 21.786 0.124
H 22.048 0.385 15.536 0.129
H 18.867 3.425 14.478 0.130
H 21.018 3.921 22.371 0.101
H 19.508 -1.833 24.617 0.126
H 20.789 0.117 24.655 0.111
H 13.209 6.312 22.279 0.120
H 14.695 5.731 18.750 0.116
H 15.848 1.269 25.463 0.132
H 12.106 -4.351 18.887 0.143
H 24.162 6.204 21.364 0.143
H 20.942 1.002 17.911 0.129
H 14.995 8.130 23.839 0.128
H 15.043 6.114 16.291 0.120
H 16.627 1.100 18.078 0.095
H 13.444 -3.438 19.658 0.137
H 10.488 1.242 19.041 0.129
H 17.549 3.092 15.691 0.110
H 20.413 2.037 23.524 0.102
H 17.475 1.043 26.084 0.122
H 10.357 2.270 17.588 0.116
H 21.118 2.599 17.042 0.133
H 16.073 1.021 19.723 0.130
H 15.963 7.651 16.490 0.116
H 13.617 1.242 14.042 0.124
H 20.827 -2.899 24.284 0.136
H 16.672 3.099 23.843 0.126
H 21.371 1.846 14.863 0.122
H 15.602 3.306 19.790 0.119
H 19.657 5.044 15.595 0.124
H 18.714 4.816 17.029 0.107
H 10.782 2.410 13.597 0.131
H 18.168 8.272 17.138 0.126
H 22.230 -0.797 24.455 0.141
H 20.358 2.734 25.094 0.117
H 8.932 2.881 20.051 0.129
H 17.528 8.524 18.715 0.132
H 23.766 5.736 19.650 0.129
H 11.274 1.045 14.675 0.127
H 16.355 6.452 18.531 0.100
H 11.201 -2.427 20.454 0.147
H 13.134 2.167 12.599 0.137
H 19.880 9.784 17.866 0.132
H 26.008 4.804 20.075 0.142
H 14.196 8.659 22.362 0.137
H 19.562 9.771 19.428 0.135
H 18.112 2.124 23.792 0.111
```

Summary:
molecular weight: 1613.5 g mol⁻¹
HOMO level: -10.4 eV
lowest unoccupied orbital energy: -0.2 eV

Values of F_max, in order: 0.1071; 0.1107; 0.0997, all in hartree/bohr.